Entry 1:
Here is a structure of composition C9H31O10Pd from the Open Molecules 2025 dataset. Energies are from ωB97M-V/def2-TZVPD.

Summary:
LUMO (alpha / beta) in eV: -4.17 / -6.66
Frontier orbital gap (alpha / beta) in eV: 8.230 / 5.739
Expectation value of S²: 2.0047
Charge: +1
2S+1: 3

Last column: Mulliken spin population.
CARTESIAN COORDINATES (ANGSTROEM)
Pd -2.120988 -0.251801 -0.027448  1.55
O -0.055538 0.072129 0.138232  0.28
H 0.704382 -0.229621 -0.396548  -0.01
C -0.403548 3.727519 -1.835368  0.00
C 0.717872 2.724389 -2.098678  0.00
O 0.107242 1.421539 -2.195568  0.01
O -1.372518 3.675899 -2.850768  0.00
H 0.019032 4.732139 -1.851488  0.00
H -0.961178 3.530579 -0.919738  0.00
H 1.344832 2.733079 -1.207078  0.00
H 1.330822 2.924019 -2.977618  0.00
H 0.168392 0.949889 -1.361668  0.00
H -1.824708 4.520569 -2.790378  0.00
C -2.138498 2.661049 1.760742  0.00
C -0.713118 2.493879 2.279772  0.00
O 0.259722 2.483349 1.278042  0.00
O -2.565578 1.833389 0.690032  0.05
H -2.200948 3.692849 1.414912  0.00
H -2.861398 2.545199 2.568262  0.00
H -0.724068 1.557019 2.836792  0.00
H -0.429898 3.276459 2.983652  0.00
H 0.242992 1.588819 0.930002  -0.01
H -3.146448 2.305269 0.088762  0.00
C -2.473448 -3.197501 0.947512  0.00
C -1.777678 -2.378261 2.032312  0.00
O -2.050168 -0.986931 2.092602  0.07
O -2.417608 -2.460351 -0.306968  0.04
H -3.547338 -3.186451 1.133912  0.00
H -2.153108 -4.239261 0.932312  0.00
H -0.703698 -2.474111 1.872652  0.00
H -1.995798 -2.872341 2.979102  0.00
H -1.671768 -0.726171 2.935462  0.00
H -3.078858 -2.813751 -0.906508  0.00
C 2.745412 0.267109 1.925062  0.00
O 1.878302 -0.867551 1.741592  0.01
H 3.750402 0.032759 2.276062  0.00
H 2.881792 0.797559 0.982672  0.00
H 2.395272 0.980779 2.670842  0.00
H 1.092712 -0.550671 1.289892  -0.01
C 1.202312 -3.937031 -0.870638  0.00
O -0.148548 -4.229371 -1.166358  0.00
H 1.547632 -4.703291 -0.176598  0.00
H 1.844622 -4.050371 -1.743958  0.00
H 1.427372 -2.959641 -0.443858  0.00
H -0.523648 -3.435241 -1.553998  0.00
C 2.736002 -0.986831 -2.413588  0.00
O 4.070962 -1.458891 -2.232888  0.00
H 1.938922 -1.730291 -2.408198  0.00
H 2.574022 -0.216111 -1.660018  0.00
H 2.677802 -0.590831 -3.427438  0.00
H 4.401262 -1.994561 -2.957838  0.00

Forces on the atoms, in the same order (eV/Å):
1.0 0.3 0.6
-0.1 -0.2 0.1
-0.7 -0.6 -0.1
0.5 0.3 -0.6
-1.3 -0.6 1.3
0.2 0.0 -1.0
-0.6 0.0 -0.8
0.2 0.1 0.5
0.8 -0.1 0.6
0.3 0.2 0.0
-0.4 0.0 -0.1
-0.1 0.7 0.1
-0.2 0.0 -0.4
-0.1 2.1 0.8
-0.2 -1.0 -0.2
-0.2 0.5 0.2
0.3 -1.5 -0.9
-0.2 0.1 -0.2
0.1 0.0 0.2
0.4 -0.3 0.3
-0.6 0.1 0.0
0.2 -0.4 -0.6
0.1 0.3 0.0
-1.9 1.7 0.7
1.5 -2.0 -0.4
-1.2 -0.4 -0.5
1.0 0.2 -0.2
-0.1 -0.4 0.5
0.6 0.3 -0.4
0.2 -0.1 0.0
-0.2 0.1 0.1
0.2 0.8 0.0
-0.1 -0.1 -0.2
0.0 0.3 -0.1
1.1 0.2 0.7
-0.2 -0.9 -0.2
0.0 0.1 -0.1
-0.5 0.0 0.0
-0.2 0.1 0.2
1.1 -0.8 0.1
-0.3 0.5 0.2
-0.1 0.1 0.2
-0.1 0.1 -0.3
-0.4 0.1 0.2
-0.1 -0.1 -0.2
0.9 -0.1 -1.3
-0.4 -0.1 0.9
0.1 -0.4 0.5
0.0 0.0 -0.1
-0.3 0.7 0.1
-0.4 0.0 -0.2

Entry 2:
Here is a structure of composition C9H32N14NiO9 from the Open Molecules 2025 dataset. Energies are from ωB97M-V/def2-TZVPD.

Summary:
LUMO (alpha / beta) in eV: 2.18 / 2.11
Frontier orbital gap (alpha / beta) in eV: 3.413 / 7.870
Expectation value of S²: 3.7534
Charge: -1
2S+1: 4

Last column: Mulliken spin population.
CARTESIAN COORDINATES (ANGSTROEM)
Ni -0.819664 -1.435513 0.576240  1.77
O -0.990119 0.649905 0.157759  0.54
C 0.393232 1.045400 0.084373  0.13
C 1.596536 0.043439 0.482088  -0.03
O 1.307060 -1.346627 0.428784  0.28
H 0.673457 1.978636 0.572895  -0.01
H 0.652141 1.522549 -0.860820  -0.03
H 1.928539 0.230784 1.503251  0.00
H 2.526265 0.244446 -0.050172  0.00
C -3.959589 -1.123925 0.685445  0.47
O -2.901296 -1.497113 1.117009  -0.36
N -5.164056 -1.442453 1.046176  0.00
N -4.105223 -0.248014 -0.285556  -0.02
H -5.986809 -0.863154 0.959030  -0.02
H -5.166866 -1.996321 1.890764  -0.01
H -3.277868 0.248418 -0.584150  -0.04
H -4.978583 -0.077275 -0.763229  -0.02
C -3.035095 3.540222 1.569238  0.00
O -3.763653 4.485481 1.754410  0.00
N -3.286564 2.466717 0.736339  -0.02
N -1.790414 3.476112 2.040499  0.00
H -2.453805 1.907781 0.617198  0.02
H -4.246678 2.234462 0.525746  0.00
H -1.318317 4.284258 2.420132  0.00
H -1.044851 2.938450 1.621967  0.01
C -0.251448 -1.373577 3.993441  0.20
O -0.570387 -1.306386 2.837586  0.10
N 0.218177 -0.379390 4.624537  -0.01
N -0.459821 -2.407483 4.822869  0.00
H 0.433110 0.419320 4.044906  -0.01
H 0.455421 -0.537942 5.593388  0.00
H -0.192450 -2.361060 5.795736  0.00
H -0.828117 -3.268406 4.444377  -0.03
C 3.656206 -3.361341 1.845106  0.04
O 4.388426 -4.256379 2.223733  -0.01
N 2.419279 -3.338000 1.979220  0.00
N 4.148630 -2.332265 1.248708  0.00
H 1.786926 -3.939976 2.487008  -0.01
H 1.938191 -2.611808 1.468036  -0.02
H 3.453920 -1.713379 0.855679  0.00
H 5.123214 -2.069783 1.211388  0.00
C 2.380966 -2.461979 -3.080297  0.05
O 1.182458 -2.239215 -3.183828  -0.02
N 2.958878 -3.335647 -3.808480  0.00
N 3.142268 -1.992427 -2.069886  -0.01
H 3.951647 -3.490682 -3.706156  0.00
H 2.442684 -3.692108 -4.600054  0.00
H 2.519609 -1.915734 -1.278361  0.00
H 4.108516 -2.285492 -2.093920  0.00
C 2.321909 1.540873 -3.709859  0.00
O 2.826606 1.649050 -4.816831  0.00
N 2.909614 1.843892 -2.594723  0.00
N 1.163653 1.113707 -3.489473  0.00
H 3.855378 2.197136 -2.624100  0.00
H 2.484224 1.560527 -1.723607  0.00
H 0.742347 0.965387 -2.583600  0.02
H 0.564993 1.142946 -4.302404  0.00
C -2.470004 3.166869 -2.492424  0.00
O -2.909303 3.771185 -3.446595  0.00
N -2.384849 1.867597 -2.543576  0.01
N -1.486025 3.658610 -1.730189  0.00
H -1.953526 1.557053 -1.684723  0.03
H -2.493539 1.281484 -3.358903  0.00
H -1.234489 3.071795 -0.947579  0.00
H -1.131073 4.596363 -1.851561  0.00

Forces on the atoms, in the same order (eV/Å):
0.6 0.3 -0.1
2.2 -0.3 0.3
0.6 -0.1 -0.4
-1.2 -1.2 0.8
-0.8 1.2 -0.7
-0.5 0.4 1.7
-0.3 -0.8 -1.3
-0.3 0.6 0.7
0.0 0.4 -0.9
0.4 2.2 -1.9
1.1 -1.0 1.5
-3.7 -3.5 3.9
1.6 2.6 -2.8
0.6 0.1 -0.2
-0.4 -0.2 -0.1
-0.1 -0.2 -0.3
0.4 -0.1 0.1
-0.8 -0.4 -2.3
-1.1 0.4 0.7
-0.3 1.3 0.9
3.7 0.4 1.5
-0.4 -1.3 -0.3
0.6 -0.1 -0.1
-1.0 0.4 0.1
-0.7 -0.9 -0.3
-1.8 -2.4 -0.7
-0.5 -0.5 -2.4
2.3 4.3 2.3
-0.6 -2.5 0.4
0.2 0.2 0.7
0.4 1.1 -0.4
-0.1 -0.3 -0.4
0.1 0.2 0.2
4.7 -3.5 1.4
1.5 -1.9 1.2
-7.9 0.4 0.8
1.5 4.9 -3.0
1.0 -0.4 -0.2
-0.7 0.6 -0.1
0.3 0.5 -0.1
-0.4 -0.7 0.1
-3.1 1.6 2.3
-0.2 0.6 -0.1
2.7 -3.4 -3.8
0.2 1.1 -0.1
-0.4 -0.3 -0.4
0.4 0.1 0.1
0.5 0.4 1.1
-0.4 0.1 1.0
3.2 0.7 -2.1
0.6 0.5 -1.1
3.3 1.5 3.6
-7.2 -2.2 -0.7
-0.3 -0.3 0.2
0.5 0.2 -0.1
0.1 0.0 -0.3
-0.1 -0.6 0.3
2.2 1.7 -4.5
-1.8 1.8 -0.4
-0.9 -4.2 2.2
0.7 1.3 2.5
0.3 -1.6 -0.5
-0.3 0.5 0.4
0.5 0.7 0.1
-0.5 -0.2 0.3

Entry 3:
Here is a cluster of 7 separate species, C9H32N2O11 in total from the Open Molecules 2025 dataset. Energies are from ωB97M-V/def2-TZVPD.

Summary:
LUMO in eV: 0.49
Frontier orbital gap in eV: 10.311
SMILES: NC(N)=O.OCCO.OCCO.OCCO.OCCO.O.O

Last column: Mulliken charge in e.
CARTESIAN COORDINATES (ANGSTROEM)
N -1.577590 3.351106 5.136833  -0.41
C -1.139401 2.312354 4.440990  0.58
N -1.636385 2.384791 3.079759  -0.35
O -0.336885 1.468030 4.838028  -0.63
H -2.375734 3.857469 4.750506  0.17
H -1.231660 3.467440 6.071375  0.24
H -2.338922 3.074375 2.848520  0.18
H -1.682086 1.570970 2.505579  0.21
O -0.029556 0.789326 -2.800557  -0.32
C -0.548318 1.762588 -3.665301  -0.46
C -0.196308 3.134955 -2.996049  -0.42
O 1.260585 3.156694 -2.775951  -0.52
H 0.729914 1.166988 -2.351484  0.22
H -0.143461 1.705841 -4.705417  0.25
H -1.626587 1.635854 -3.773351  0.40
H -0.518889 3.111288 -1.941697  0.15
H -0.482335 4.024706 -3.557648  0.36
H 1.629248 3.075384 -3.625088  0.28
O 0.135858 -2.059485 -1.958807  -0.35
C -0.886591 -2.921533 -1.411050  -0.08
C -1.495485 -3.738422 -2.555157  -0.57
O -2.512979 -2.973484 -3.305742  -0.52
H -0.204600 -1.183515 -2.190155  0.27
H -0.377078 -3.662941 -0.763278  0.25
H -1.589047 -2.416388 -0.734319  0.15
H -2.125731 -4.509581 -2.037583  0.33
H -0.740857 -4.188846 -3.139171  0.29
H -1.979940 -2.430017 -3.901955  0.30
O 3.823135 0.723875 -1.677954  -0.55
C 3.076187 -0.520810 -1.473624  -0.42
C 2.437945 -0.482595 -0.107079  -0.38
O 1.483866 0.492471 -0.162683  -0.36
H 3.751249 0.967699 -2.590545  0.30
H 2.269786 -0.611741 -2.217672  0.26
H 3.819808 -1.323957 -1.602348  0.39
H 3.223817 -0.325706 0.644175  0.30
H 1.931657 -1.415933 -0.005092  0.21
H 1.979352 1.319364 -0.202983  0.29
O 0.434182 -2.717770 2.006265  -0.42
C 1.188426 -3.062337 3.142229  -0.44
C 1.146567 -1.863855 4.115916  -0.36
O 1.414081 -0.655214 3.325899  -0.50
H 0.557389 -1.729952 1.890174  0.27
H 0.736168 -3.921307 3.543885  0.35
H 2.249786 -3.187283 2.901184  0.24
H 1.914609 -1.957419 4.901771  0.33
H 0.104467 -1.821965 4.578095  0.28
H 1.012964 0.070134 3.750846  0.28
O -3.330937 2.336647 -1.662385  -0.63
H -2.648283 1.822964 -1.154315  0.38
H -4.087524 1.767020 -1.523991  0.29
O -1.741172 0.640211 0.131184  -0.68
H -1.914721 -0.291443 -0.086709  0.27
H -0.811984 0.782959 0.053926  0.31

Forces on the atoms, in the same order (eV/Å):
-0.9 1.1 0.6
0.4 -1.3 -3.1
0.6 0.1 1.8
-0.8 0.6 -0.5
0.7 -0.1 0.9
-0.3 0.2 0.1
0.2 -0.2 0.2
0.2 -0.6 -0.1
-0.4 -1.0 -0.3
0.1 1.6 0.1
1.1 -1.1 0.4
-1.6 0.1 1.1
0.4 0.1 0.2
0.2 0.0 0.6
0.0 0.0 0.3
-0.6 0.3 -0.7
-0.3 -0.1 0.2
1.1 0.0 -1.7
-0.4 -0.1 0.6
1.3 -0.6 -0.8
-3.6 0.9 2.4
1.9 -0.5 0.1
-0.1 0.0 0.0
0.0 0.5 -0.2
-0.2 0.0 -0.6
0.7 0.3 -0.7
0.8 -0.3 -0.9
-0.4 0.1 0.0
-0.6 -0.6 1.0
1.2 0.2 -0.8
1.7 -1.1 -1.2
-1.4 2.1 0.7
0.0 0.2 -0.6
0.3 -0.1 0.2
-0.5 -0.1 0.2
-0.4 0.0 0.2
-0.2 -0.8 0.5
-0.2 0.3 -0.1
-0.1 1.3 -0.8
0.7 2.6 -0.2
-1.0 0.4 0.2
0.6 -2.8 -0.3
-0.1 -1.4 0.2
-0.2 -1.2 0.8
0.0 -0.5 -0.2
-0.4 0.0 -0.2
1.3 0.2 -0.5
-1.0 1.6 1.0
1.0 -0.7 0.6
-0.5 0.6 -0.4
-0.5 0.0 -0.1
-1.5 -0.4 0.2
0.3 0.5 0.1
1.5 -0.2 -0.2

Entry 4:
Here is a cluster of 7 separate species, C9H32N2O7 in total from the Open Molecules 2025 dataset. Energies are from ωB97M-V/def2-TZVPD.

Summary:
LUMO in eV: 0.38
Frontier orbital gap in eV: 9.683
SMILES: NC(N)=O.CCO.CCO.CO.CO.CO.CO

Last column: Mulliken charge in e.
CARTESIAN COORDINATES (ANGSTROEM)
N 2.335004 -0.882048 1.789403  -0.37
C 2.715530 -0.507191 0.624685  0.67
N 2.725847 0.767320 0.466061  -0.31
O 3.127259 -1.390143 -0.396742  -0.69
H 2.458587 -1.779245 2.082159  0.24
H 1.703055 -0.411961 2.346373  0.01
H 2.949057 1.115000 -0.445715  0.28
H 2.557733 1.380196 1.376813  0.23
C 2.434020 0.601696 -3.161517  -0.82
C 3.335776 1.819303 -2.960757  -0.45
O 3.975670 1.736617 -1.766361  -0.53
H 1.581510 0.612178 -2.474776  0.07
H 2.960265 -0.331032 -3.129104  0.29
H 2.214548 0.615664 -4.237520  0.44
H 2.870081 2.824338 -2.904028  0.19
H 4.065084 1.867261 -3.801170  0.44
H 4.916851 1.702606 -1.968803  0.30
C -0.388825 -1.456225 -1.206730  0.22
C -0.159337 -2.638499 -0.177210  -0.54
O -0.209499 -1.978952 1.060025  -0.62
H -1.312806 -0.879864 -1.133703  -0.01
H -0.238355 -1.647684 -2.251305  0.53
H 0.383320 -0.700308 -1.019986  -0.46
H 0.882734 -2.994040 -0.397871  0.35
H -0.935157 -3.438581 -0.116203  0.33
H 0.603023 -1.429554 1.118097  0.22
C -3.824694 -1.691434 1.731882  -0.82
O -2.870788 -1.216166 0.799086  -0.42
H -3.915781 -2.698885 1.761042  0.35
H -4.848577 -1.400539 1.459576  0.26
H -3.515429 -1.292279 2.698869  0.28
H -1.935159 -1.451068 1.035967  0.40
C -0.294295 2.281335 0.148948  -0.26
O 0.860323 2.411065 -0.649348  -0.54
H -0.181985 2.661929 1.166830  0.30
H -0.737859 1.287236 0.095547  -0.07
H -0.986423 3.024982 -0.374410  0.23
H 1.389258 1.673545 -0.493859  0.28
C -4.192137 0.468546 -1.574571  -0.65
O -3.071584 0.923693 -0.872239  -0.43
H -4.190134 0.575654 -2.671553  0.25
H -5.059149 1.038999 -1.222879  0.27
H -4.383262 -0.583743 -1.277001  0.21
H -2.942851 0.376231 -0.093451  0.36
C -0.460929 0.399405 3.210900  -0.03
O 0.195905 -0.484894 4.049164  -0.57
H -0.037359 0.716711 2.348342  -0.40
H -0.778589 1.222238 3.749681  0.62
H -1.375962 -0.075663 2.911466  0.05
H -0.393514 -0.743753 4.747896  0.34

Forces on the atoms, in the same order (eV/Å):
-0.4 -1.2 2.2
3.5 -5.2 -7.5
-0.8 4.0 2.5
-2.2 4.2 5.3
0.5 -3.0 0.5
-1.1 1.6 1.4
1.0 0.6 -0.3
0.7 -1.4 -3.2
0.0 1.1 -1.2
-0.9 0.5 -2.2
2.5 -0.2 2.1
0.0 -0.1 -0.6
0.6 -0.4 0.9
-1.1 0.2 0.3
-0.7 -0.8 -0.8
-0.4 -0.1 0.4
-0.1 -0.2 0.7
0.2 -0.1 0.2
0.2 1.3 -2.0
0.6 0.3 1.6
-0.3 -0.6 0.3
0.0 -0.7 -0.6
0.2 -0.3 0.3
-1.0 -0.2 0.4
0.7 0.6 -0.5
-0.9 -0.6 0.0
0.4 3.0 0.1
0.3 -0.2 -0.4
0.4 -3.5 0.2
0.5 0.7 0.0
-0.6 -0.2 0.3
-0.8 0.0 0.1
-1.4 2.0 -1.6
-0.9 1.7 -0.3
0.3 -0.2 0.2
0.0 0.0 0.1
0.3 -1.3 1.0
1.1 -1.7 0.4
-1.3 -0.7 0.9
0.8 1.0 -0.9
0.7 0.0 0.4
-0.2 0.0 -0.2
0.0 0.3 -0.6
-0.2 -0.5 0.1
-3.1 -1.7 1.8
2.2 -0.6 -0.1
2.3 0.5 -2.4
-0.4 2.2 1.1
-0.7 -0.2 -0.6
-0.3 -0.1 0.3

In order of appearance, maximum force = 2.60, 7.92, 4.44, 9.77 eV Å⁻¹.